{
  "formula": "C2H4ClNS",
  "method": "the ωB97M-V functional and the def2-TZVPD basis",
  "symbols": ["C", "C", "N", "S", "Cl", "H", "H", "H", "H"],
  "xyz": [[0.3769, -1.2981, 0.1124], [0.0676, 1.1209, -0.0568], [-0.3039, -0.2122, 0.2326], [2.0253, -1.2141, -0.0966], [-2.5102, -0.5782, -0.0827], [-0.1292, -2.2445, 0.2519], [0.6092, 1.1926, -1.0061], [-0.8346, 1.7289, -0.1042], [0.6990, 1.5047, 0.7494]],
  "energy_ha": -991.63404,
  "gap_ev": [6.12, 6.28],
  "homo_ev": [-9.1, -9.2],
  "total_charge": 0
}